43
Properties=species:S:1:pos:R:3 method="wB97M-V/def2-TZVPD" de_lowest_ev=4.2203 fmax_ev_per_a=1.4 homo_lumo_gap_ev=10.261
C -3.91279 -1.53183 -0.02902
O -2.77968 -1.31669 0.80424
C -2.24997 -0.02227 0.55860
C -0.99667 0.17721 1.40894
C 0.24604 0.12224 0.52436
O 0.36602 1.42456 -0.07616
S 1.61442 1.52785 -1.11604
O 1.98435 2.92301 -1.09160
O 1.04346 1.33773 -2.64427
C 0.92997 -0.03033 -3.04969
C 2.23350 -0.81539 -3.04758
N 2.31920 -1.86504 -3.71550
H -4.54260 -2.24944 0.47786
H -3.58478 -1.91372 -0.99519
H -4.43166 -0.59863 -0.22905
H -2.97632 0.74466 0.82743
H -2.02188 0.11441 -0.50107
H -1.03855 1.19239 1.78835
H -0.92546 -0.51895 2.23169
H 0.11784 -0.66176 -0.21168
H 1.10295 -0.11182 1.14822
H 0.60989 0.00345 -4.08056
H 0.15636 -0.54638 -2.48878
H 3.10587 -0.48007 -2.50536
H 1.42529 -2.02398 -4.18426
C 4.25969 -5.00837 -2.10931
C 3.15026 -5.05124 -1.15689
N 2.28778 -5.08782 -0.41295
H 3.88452 -5.14419 -3.12075
H 4.76492 -4.04766 -2.04625
H 4.96869 -5.80123 -1.88066
C 2.94968 3.90060 1.95802
C 3.50988 2.85037 2.80515
N 3.94452 2.02531 3.46097
H 3.73535 4.58872 1.65385
H 2.50632 3.45662 1.06840
H 2.18755 4.44932 2.50727
C -5.31943 2.24901 3.26975
C -4.34785 2.49488 2.20765
N -3.58549 2.68341 1.38129
H -4.91902 1.52128 3.97236
H -5.53036 3.17694 3.79650
H -6.24186 1.86284 2.84173